The following is a DFT calculation (the ωB97M-V functional and the def2-TZVPD basis) of C33H58AlBr2Cl7F9I2N5O10S4 as an isolated structure in a non-equilibrium geometry.

Geometry as XYZ:
```
131
Properties=species:S:1:pos:R:3:forces:R:3
C 1.423337 -3.325263 1.926367 0.8 -0.1 -1.1
C 1.132022 -2.560369 0.546370 -1.9 -3.2 1.3
N 1.781230 -1.318082 0.258524 0.9 -0.2 -1.2
C 1.390959 0.059964 0.358768 -1.0 1.9 -1.2
C -0.147445 0.487431 0.754001 1.6 -1.4 -0.3
C -0.529819 -0.296834 2.067410 1.5 -1.1 2.7
C -1.581265 -1.428497 2.295720 -1.7 -0.4 1.0
C -3.072613 -0.953119 2.679999 -0.2 -0.8 -0.1
C -4.197850 -1.884579 2.076255 -0.6 1.3 0.6
O -3.919234 -3.287349 2.202457 -0.6 0.7 -1.2
C -4.616476 -3.925057 1.086516 0.5 0.1 0.6
C -0.894706 -0.174299 -0.461785 -0.3 0.2 -2.4
C -2.404609 -0.518778 -0.459446 -1.1 -0.9 0.5
C -3.075804 -0.668265 -1.877015 -1.5 0.4 0.3
F -4.336764 -0.074706 -1.832626 1.9 -0.8 -0.4
F -2.393472 -0.163246 -2.939251 -0.6 -0.6 1.0
F -3.339514 -2.010459 -2.173845 0.7 1.5 0.3
C -0.179446 2.136034 0.808321 -2.7 -0.4 -0.3
C -1.498478 2.432194 1.681852 0.8 0.8 2.7
C -1.860832 3.946524 1.911218 -0.9 -0.4 -0.1
C -0.537528 2.961171 -0.547317 0.6 0.6 0.1
I -2.624686 2.835539 -1.310531 0.9 -0.6 0.1
C 0.474200 3.148009 -1.736298 -1.4 3.5 -0.3
C -0.113590 4.437320 -2.561048 1.6 -0.2 -0.7
I 0.754606 1.812036 -3.373215 0.4 -0.7 0.6
C 1.046292 2.840161 1.625411 -3.4 -1.4 1.5
S 1.579727 4.550626 1.218959 5.2 8.7 2.7
O 3.043897 4.761553 0.981601 -3.1 -2.7 -0.4
O 1.257371 5.453112 2.375313 -1.0 -3.6 -2.3
F 1.002908 5.454062 0.008995 -0.4 -2.3 0.7
N 2.134368 1.885499 2.114976 2.7 0.3 -0.4
C 3.319653 2.556035 2.802213 4.1 0.6 0.7
C 3.150449 3.688689 3.852696 -0.5 1.6 0.7
F 3.867467 3.404923 5.052606 -0.6 -0.4 -1.4
N 1.757732 1.002980 3.109576 -1.9 -1.4 1.7
C 1.382535 1.139693 4.257373 -1.1 3.0 1.5
S 0.810501 1.716709 5.682737 1.2 -1.8 -2.8
C 2.593582 0.948073 1.000057 1.9 -1.5 -2.7
S 3.352587 1.999182 -0.395199 -0.5 1.1 0.3
C 3.946965 0.142083 1.292657 1.5 0.6 0.0
Br 3.950593 -1.187254 2.752969 -0.4 0.4 0.0
C 4.742359 -0.425671 0.012144 1.0 -1.9 0.1
C 5.509440 -1.803078 0.319182 0.2 0.6 -1.6
H 0.830843 -4.288584 1.914370 0.4 1.2 0.1
H 1.218887 -2.713779 2.838011 0.2 -0.6 -0.7
H 2.502693 -3.647916 1.882407 -1.0 0.5 0.5
H -0.001999 -2.633224 0.469256 1.2 0.8 -0.2
H 1.453775 -3.347143 -0.208934 -0.1 1.3 0.6
H 2.197380 -1.442011 -0.668073 -0.2 0.2 0.7
H 1.386094 0.458153 -0.712503 0.1 -0.5 1.4
H -0.674873 0.297787 3.021437 0.0 0.0 -1.5
H 0.422460 -0.841324 2.381485 -1.1 0.7 -0.7
H -1.653058 -2.269318 1.562914 0.2 1.0 0.4
H -1.285543 -1.958453 3.258219 0.2 0.6 -1.2
H -3.224614 -0.985107 3.802038 0.5 0.1 -1.2
H -3.305458 0.094552 2.366068 0.2 -0.8 0.2
H -4.447267 -1.596394 1.007966 0.6 -0.4 1.1
H -5.147656 -1.653498 2.657413 0.9 -0.3 -0.6
H -3.985923 -3.727721 0.171790 -0.9 -0.4 0.6
H -4.675438 -5.014072 1.334956 0.0 1.0 -0.4
H -5.639511 -3.455686 0.997453 1.0 -0.8 -0.1
H -0.729450 0.475482 -1.361295 -0.2 -0.2 0.9
H -0.416187 -1.123817 -0.857974 -0.1 1.1 1.1
H -3.044512 0.154212 0.180564 0.7 -0.5 -1.1
H -2.630073 -1.556617 -0.064436 0.7 1.2 -0.2
H -1.326759 2.175149 2.783313 0.3 -0.5 -1.3
H -2.349414 1.764086 1.405733 0.8 0.9 -0.3
H -2.225108 4.476044 0.974538 0.4 -0.3 1.3
H -1.054772 4.551962 2.421683 -0.6 -0.7 -0.7
H -2.727221 3.955974 2.643161 0.9 0.0 -0.9
H -0.714406 4.038937 -0.204581 0.5 -1.4 -0.2
H 1.472914 3.579901 -1.434535 -1.0 -1.3 -0.1
H -0.410072 5.280048 -1.893490 -0.3 -0.9 -0.5
H 0.769962 4.818082 -3.166083 -0.9 -0.4 0.6
H -0.872146 4.130350 -3.321167 0.3 0.5 1.0
H 0.548717 3.057387 2.633762 0.6 0.3 -1.4
H 4.136105 2.886050 2.090805 -1.7 -0.2 0.1
H 3.905847 1.772786 3.382628 -1.3 0.4 -0.7
H 3.599080 4.647346 3.464361 -0.5 -1.1 0.3
H 2.103005 3.926376 4.177659 0.9 -0.4 -0.5
H 3.184238 1.258378 -1.545678 -0.4 0.1 1.1
H 4.761462 0.839020 1.660309 -1.5 -0.4 -0.2
H 4.143640 -0.637249 -0.900286 0.1 0.3 0.8
H 5.581529 0.254348 -0.320602 -1.3 -0.3 0.6
H 6.282538 -1.703201 1.119055 -1.0 -0.2 -0.5
H 4.818129 -2.673414 0.431221 0.6 0.8 0.3
H 6.092154 -2.002243 -0.635899 -0.6 0.2 1.0
C -0.304053 -6.609413 4.152416 -1.4 -1.0 -0.5
Cl 0.066815 -4.915160 4.614733 0.7 -0.5 0.2
Cl -1.002182 -6.682919 2.535015 0.1 0.1 0.2
H 0.605348 -7.191668 4.169822 -0.1 0.1 0.0
H -1.017736 -7.015415 4.866139 0.0 0.3 0.0
C -5.265531 4.267515 -3.509645 0.5 0.3 0.0
N -4.213278 5.311639 -3.268771 -0.3 0.3 0.2
O -3.295399 5.385054 -4.083323 0.3 0.1 0.0
O -4.324873 6.015203 -2.283196 -0.2 -0.2 -1.2
H -5.006357 3.739613 -4.419840 0.1 0.1 0.1
H -5.269343 3.595962 -2.656695 -0.1 0.2 0.0
H -6.219892 4.771325 -3.611255 0.1 0.0 0.3
C -5.894429 0.246983 -7.567150 -2.4 -1.0 0.7
Cl -4.295568 1.077548 -7.726775 0.1 -0.1 1.3
Cl -5.656975 -1.497138 -7.736797 0.3 0.4 -0.1
Cl -6.575503 0.620760 -5.996323 0.6 0.5 -0.2
Cl -6.972141 0.835400 -8.841087 0.4 0.0 0.0
Br 2.390705 -5.773324 4.606234 1.5 0.4 0.2
C 1.679605 2.047357 -9.131479 0.0 0.0 -0.1
C 1.486284 1.997551 -7.637277 0.4 0.4 0.3
O 2.213536 2.593528 -6.868115 -0.1 -0.1 -0.1
N 0.447761 1.246666 -7.154818 0.0 0.1 -0.3
C -0.498760 0.481822 -7.933107 0.3 0.2 0.7
H 2.534571 2.675591 -9.367964 -0.1 0.0 0.2
H 1.868176 1.043523 -9.518334 -0.1 0.1 -0.1
H 0.793837 2.471705 -9.610177 0.0 -0.1 -0.1
H 0.388917 1.266327 -6.141996 -0.2 -0.1 -0.3
H -1.516318 0.878930 -7.748075 0.1 -0.4 0.1
H -0.448079 -0.566451 -7.632634 -0.4 0.0 -0.2
H -0.289690 0.560559 -8.997899 0.1 0.0 0.1
Al -2.946409 1.942940 -9.339312 0.7 0.8 -1.3
C 5.315082 -9.281435 6.114702 -0.2 -0.5 0.9
F 5.758455 -8.645987 7.215826 0.0 0.1 -0.5
F 5.731838 -10.554454 6.219786 0.0 0.4 -0.4
F 3.968396 -9.313710 6.213171 0.2 0.2 -0.4
S 5.891428 -8.474052 4.548718 0.8 -0.9 -1.6
O 7.339027 -8.521326 4.611199 -0.8 0.2 0.5
O 5.350108 -7.114826 4.610383 -0.7 0.6 0.5
O 5.324052 -9.278546 3.482109 -0.2 0.3 0.9
Cl -2.925483 6.056728 -0.040356 0.4 0.5 0.2
O -0.237651 -0.681950 8.026691 -0.1 0.0 -0.2
H -0.075567 0.002989 7.368367 0.0 -0.1 0.1
H -1.071087 -1.079849 7.752086 0.0 0.0 0.1
F -6.782309 2.648031 -3.469707 -0.7 -1.2 -0.5
```
Positions in Å, forces in eV/Å.

strongest force on any atom	10.5	eV/Å
net charge	0
energy	-381398.1227	eV

The following is a DFT calculation (the ωB97M-V functional and the def2-TZVPD basis) of C5H8Ag3BBr4F4O3 as an isolated structure in a non-equilibrium geometry.

Geometry as XYZ:
```
28
Properties=species:S:1:pos:R:3:forces:R:3
Ag -1.245783 2.533648 -1.144678 -0.1 1.4 -0.4
Ag 1.286094 3.776400 0.869282 -0.7 0.7 -0.6
Ag -2.585663 2.079749 1.502181 0.0 0.9 0.1
C -1.120186 5.067101 -0.090724 -0.7 2.4 -1.5
O -1.494756 4.043521 0.656094 -0.7 -1.9 0.8
O 0.025808 4.907739 -0.728249 0.6 -1.0 0.6
O -1.810550 6.088507 -0.252862 0.6 -1.3 0.6
B 0.094744 0.909656 0.708918 1.5 0.0 1.6
F 0.003699 1.816114 1.826312 -0.3 -0.3 -0.3
F -1.215648 0.538425 0.343304 0.4 -0.5 -0.5
F 0.726744 1.623391 -0.326821 0.2 -0.4 -0.4
F 0.889834 -0.141681 1.095506 -0.6 -0.3 -0.2
Br 1.364177 -1.371288 -2.646924 0.6 -0.3 0.2
C 3.042186 -2.040311 -1.832447 0.1 0.7 0.7
C 3.179646 -1.417016 -0.445051 -0.9 0.1 -0.7
Br 4.783362 -2.030488 0.400720 0.3 -0.2 0.2
H 3.875237 -1.675394 -2.425343 -0.2 -0.3 -0.4
H 3.020609 -3.121713 -1.767134 -0.2 0.0 -0.3
H 2.324954 -1.654783 0.178982 0.2 -0.1 0.1
H 3.241863 -0.336564 -0.536604 0.1 0.0 0.1
Br -3.347798 -0.852864 1.891372 -0.1 -0.2 0.2
C -2.075682 -2.237588 1.269016 0.0 0.0 -0.4
C -2.522013 -2.721573 -0.099804 -0.1 0.8 0.2
Br -1.247063 -3.989164 -0.787460 0.0 -0.2 0.0
H -2.064269 -3.015223 2.024761 -0.1 0.1 0.1
H -1.105835 -1.757137 1.195134 0.0 0.0 0.2
H -2.508837 -1.863866 -0.768701 0.0 -0.1 -0.1
H -3.514877 -3.157586 -0.108782 0.1 -0.2 0.1
```
Positions in Å, forces in eV/Å.

strongest force on any atom	3.0	eV/Å
net charge	0
energy	-315175.4586	eV

The following is a DFT calculation (the ωB97M-V functional and the def2-TZVPD basis) of C10H25ClN4O6Zr as an isolated structure in a non-equilibrium geometry.

Geometry as XYZ:
```
47
Properties=species:S:1:pos:R:3:forces:R:3
Zr 0.266174 0.733633 -0.105511 1.0 -3.2 -2.0
C 2.025865 -0.154385 -4.281417 -0.3 0.3 0.8
C 2.232494 -0.682130 -2.811156 0.8 2.2 0.5
C 3.627722 -0.294426 -2.428630 2.2 -1.1 0.1
O 1.426455 -0.144864 -1.788848 -2.3 0.6 1.1
H 2.333576 0.883069 -4.412196 -0.5 0.4 0.7
H 0.980748 -0.271965 -4.567800 0.1 0.0 -0.3
H 2.710859 -0.571310 -5.019703 -0.2 -1.0 0.2
H 2.247919 -1.771095 -2.856155 -0.7 -0.4 0.3
H 3.932189 -0.430390 -1.390896 -0.8 -0.1 0.4
H 4.001837 0.698986 -2.676166 -0.5 0.1 -0.4
H 4.249014 -1.055322 -2.901005 0.7 0.3 -0.6
C 1.109595 -1.395574 3.066951 1.1 0.4 0.6
C 0.037275 -1.912283 2.130050 0.7 1.4 0.3
C -1.303223 -1.720228 2.823002 0.0 -0.4 -0.6
O 0.130813 -1.221329 0.914464 0.1 2.0 -0.9
H 1.115462 -1.801979 4.078339 -0.5 -0.3 0.1
H 1.059302 -0.312817 3.181847 -0.1 0.1 -0.1
H 2.097984 -1.657533 2.689360 0.1 0.2 -0.3
H 0.348756 -2.952694 2.037136 -0.8 -0.5 -0.6
H -1.347955 -2.485541 3.597852 -0.4 0.3 0.3
H -2.137144 -1.838922 2.131204 0.0 -0.4 -0.2
H -1.396768 -0.701937 3.200409 0.2 0.0 0.3
Cl -0.230741 2.865223 -1.414373 0.2 -0.6 0.7
C 2.645351 2.656015 2.852646 -0.5 0.7 -0.5
C 1.822070 2.057917 1.735914 -1.1 -2.6 -0.7
O 0.584396 1.786100 1.807935 -2.4 1.3 2.5
O 2.226840 1.560983 0.662016 3.2 0.3 -1.6
H 3.377640 3.333268 2.413123 -0.1 0.1 0.1
H 3.201789 1.968282 3.489447 -0.2 -0.5 -0.5
H 1.952096 3.185870 3.505910 0.1 0.2 -0.1
C -2.988176 1.395782 1.104556 -1.9 -1.8 -0.3
O -1.941138 1.132143 0.628244 5.0 -0.6 -0.3
N -3.830636 0.456832 1.529099 -2.0 -0.1 0.4
N -3.494580 2.634699 1.138543 0.1 2.0 0.8
H -3.658128 -0.521793 1.709729 0.1 0.3 -0.6
H -4.746523 0.862535 1.399963 -0.5 -1.1 1.0
H -4.275597 2.869763 0.542842 0.4 0.3 0.2
H -2.674507 3.217546 1.227254 -0.6 1.0 -0.8
C -2.005010 -1.000517 -2.049407 2.2 0.7 -0.3
O -1.346781 -0.175216 -1.454051 0.6 1.8 1.5
N -3.248212 -0.804520 -2.376316 -2.9 0.0 -0.2
N -1.408262 -2.048074 -2.564661 0.8 -2.7 -1.0
H -3.692402 0.027261 -2.014464 -0.2 -0.4 -0.3
H -3.685890 -1.517920 -2.941640 -0.5 0.7 0.1
H -0.400915 -2.039620 -2.637281 -0.1 -0.1 0.4
H -1.931636 -2.841525 -2.906159 0.4 0.2 -0.1
```
Positions in Å, forces in eV/Å.

strongest force on any atom	5.0	eV/Å
net charge	0
energy	-42829.3187	eV

The following is a DFT calculation (the ωB97M-V functional and the def2-TZVPD basis) of a 2-piece molecular cluster, C3H8NOP overall in a non-equilibrium geometry.

Geometry as XYZ:
```
14
Properties=species:S:1:pos:R:3:forces:R:3
C 2.262169 0.398030 0.069240 -3.6 0.4 0.4
N 1.831284 -0.972361 0.156258 0.1 -2.4 -0.4
C 2.071005 -2.165352 0.061340 -0.4 5.6 0.3
O 2.211885 -3.301058 0.024215 0.2 -2.6 -0.1
H 2.337103 0.786902 1.061730 0.6 0.3 0.6
H 3.066961 0.511309 -0.532468 3.0 0.2 -1.4
H 1.508943 1.097967 -0.423731 0.3 -1.4 0.5
C -2.979993 -0.702812 0.075910 1.4 -1.2 -3.3
P -1.118202 -0.612334 -0.228799 -0.4 -2.9 -0.6
H -3.382767 -0.872886 -1.003713 0.2 0.8 2.1
H -3.154516 0.232846 0.516242 -1.2 1.1 0.5
H -3.181507 -1.576810 0.650789 -0.5 -0.3 0.6
H -0.736233 -1.255827 0.995798 0.0 0.4 -0.3
H -1.083238 -2.019243 -0.950813 0.2 2.1 0.9
```
Positions in Å, forces in eV/Å.

strongest force on any atom	5.6	eV/Å
net charge	0
energy	-16065.3761	eV

Q: What is the strongest force on any atom in the fourth record?
A: 5.6 eV/Å

Q: Which formula does entry 4 have?
A: C3H8NOP

Q: The lowest energy belongs to which entry?
A: C33H58AlBr2Cl7F9I2N5O10S4

Repeat the second record exactly.
The following is a DFT calculation (the ωB97M-V functional and the def2-TZVPD basis) of C5H8Ag3BBr4F4O3 as an isolated structure in a non-equilibrium geometry.

Geometry as XYZ:
```
28
Properties=species:S:1:pos:R:3:forces:R:3
Ag -1.245783 2.533648 -1.144678 -0.1 1.4 -0.4
Ag 1.286094 3.776400 0.869282 -0.7 0.7 -0.6
Ag -2.585663 2.079749 1.502181 0.0 0.9 0.1
C -1.120186 5.067101 -0.090724 -0.7 2.4 -1.5
O -1.494756 4.043521 0.656094 -0.7 -1.9 0.8
O 0.025808 4.907739 -0.728249 0.6 -1.0 0.6
O -1.810550 6.088507 -0.252862 0.6 -1.3 0.6
B 0.094744 0.909656 0.708918 1.5 0.0 1.6
F 0.003699 1.816114 1.826312 -0.3 -0.3 -0.3
F -1.215648 0.538425 0.343304 0.4 -0.5 -0.5
F 0.726744 1.623391 -0.326821 0.2 -0.4 -0.4
F 0.889834 -0.141681 1.095506 -0.6 -0.3 -0.2
Br 1.364177 -1.371288 -2.646924 0.6 -0.3 0.2
C 3.042186 -2.040311 -1.832447 0.1 0.7 0.7
C 3.179646 -1.417016 -0.445051 -0.9 0.1 -0.7
Br 4.783362 -2.030488 0.400720 0.3 -0.2 0.2
H 3.875237 -1.675394 -2.425343 -0.2 -0.3 -0.4
H 3.020609 -3.121713 -1.767134 -0.2 0.0 -0.3
H 2.324954 -1.654783 0.178982 0.2 -0.1 0.1
H 3.241863 -0.336564 -0.536604 0.1 0.0 0.1
Br -3.347798 -0.852864 1.891372 -0.1 -0.2 0.2
C -2.075682 -2.237588 1.269016 0.0 0.0 -0.4
C -2.522013 -2.721573 -0.099804 -0.1 0.8 0.2
Br -1.247063 -3.989164 -0.787460 0.0 -0.2 0.0
H -2.064269 -3.015223 2.024761 -0.1 0.1 0.1
H -1.105835 -1.757137 1.195134 0.0 0.0 0.2
H -2.508837 -1.863866 -0.768701 0.0 -0.1 -0.1
H -3.514877 -3.157586 -0.108782 0.1 -0.2 0.1
```
Positions in Å, forces in eV/Å.

strongest force on any atom	3.0	eV/Å
net charge	0
energy	-315175.4586	eV